Entry 1:
{"formula": "C20H35CrN7O2PS", "method": "the ωB97M-V functional and the def2-TZVPD basis", "multiplicity": 4, "energy_ha": -3099.6305, "orbital_gap_ev": [5.85, 6.56], "lumo_energy_ev": [-12.5894, -11.9093], "e_homo_ha": [-0.678, -0.679], "total_charge": 4, "symbols": ["Cr", "N", "C", "C", "C", "C", "C", "C", "S", "N", "C", "C", "C", "C", "C", "C", "N", "H", "H", "H", "H", "H", "H", "H", "H", "H", "C", "N", "C", "C", "C", "N", "C", "C", "H", "H", "H", "H", "H", "H", "H", "H", "H", "H", "H", "H", "H", "H", "H", "H", "N", "C", "P", "O", "O", "C", "N", "H", "H", "H", "H", "H", "H", "H", "H", "H", "H"], "xyz": [[0.57076, 0.61817, -0.41594], [-1.99281, 0.94428, 2.82726], [-2.13808, -0.30707, 3.51550], [-2.49119, -0.31727, 4.85064], [-2.54745, -1.53546, 5.51962], [-2.21875, -2.71223, 4.86560], [-1.83610, -2.68934, 3.52803], [-1.82209, -1.48181, 2.85325], [-1.51084, -1.38399, 1.11656], [-0.71649, 0.15615, 1.04470], [-1.16402, 1.13087, 1.81244], [-0.63403, 2.48168, 1.49356], [-0.97184, 3.62189, 2.18663], [-0.41802, 4.84391, 1.81013], [0.47557, 4.86775, 0.75794], [0.78443, 3.67822, 0.11835], [0.24597, 2.49905, 0.45663], [-2.34894, 1.75180, 3.31783], [-2.72037, 0.60386, 5.37359], [-2.83929, -1.55668, 6.56066], [-2.25936, -3.65431, 5.39472], [-1.58374, -3.60867, 3.01501], [-1.65702, 3.59491, 3.02228], [-0.67982, 5.75072, 2.34046], [0.94192, 5.78721, 0.43079], [1.50177, 3.68233, -0.68539], [2.21344, -0.17764, -2.82595], [1.94110, 1.03959, -2.00378], [1.56112, 2.10625, -2.96966], [3.18647, 1.41132, -1.27114], [3.48093, 0.34570, -0.24250], [2.27308, 0.12954, 0.63373], [2.43982, 0.92941, 1.88481], [2.18296, -1.30855, 1.01049], [3.13947, -0.03219, -3.38582], [1.39882, -0.33153, -3.52684], [2.31123, -1.06371, -2.20157], [2.34651, 2.22151, -3.71966], [1.42106, 3.06131, -2.47530], [0.63859, 1.82516, -3.47448], [3.03757, 2.37948, -0.79309], [4.02302, 1.51924, -1.96631], [4.33234, 0.62561, 0.37845], [3.73167, -0.59878, -0.71954], [3.30353, 0.54672, 2.43052], [1.55669, 0.82689, 2.51025], [2.61256, 1.97519, 1.64320], [3.12516, -1.62416, 1.46228], [2.00433, -1.91041, 0.11859], [1.37644, -1.45482, 1.72480], [-3.46873, -1.03408, -3.76700], [-2.90687, -1.22765, -2.37730], [-1.09914, -1.61518, -2.51985], [-0.80564, -1.54941, -3.98120], [-0.35310, -0.72635, -1.53404], [-0.79032, -3.38441, -2.05688], [-0.38808, -4.14419, -3.29919], [-3.94141, -0.13256, -3.87356], [-4.15288, -1.75230, -4.01961], [-2.68546, -1.07510, -4.44590], [-3.47041, -2.00661, -1.86729], [-3.03637, -0.30586, -1.81457], [-1.66258, -3.86140, -1.61360], [0.01783, -3.43876, -1.33052], [-1.06363, -4.87004, -3.55349], [0.51524, -4.61369, -3.19398], [-0.31653, -3.46950, -4.08438]], "atomic_forces_ev_per_a": [[0.133, 0.018, -0.003], [-0.014, -0.077, 0.021], [-0.005, 0.166, -0.012], [-0.010, -0.017, 0.023], [-0.010, 0.031, 0.007], [0.014, -0.031, -0.012], [-0.014, -0.055, 0.001], [0.051, 0.029, -0.072], [0.011, 0.045, 0.035], [-0.075, 0.011, 0.039], [0.003, -0.084, -0.023], [0.014, -0.043, -0.028], [-0.006, 0.040, 0.021], [-0.019, -0.004, 0.020], [0.025, 0.007, -0.023], [-0.013, 0.005, 0.037], [-0.008, -0.107, -0.054], [0.014, 0.007, 0.026], [-0.002, 0.001, -0.003], [-0.005, -0.001, -0.003], [0.003, -0.001, -0.004], [0.008, 0.000, 0.016], [-0.011, 0.004, -0.002], [0.001, -0.001, 0.000], [0.002, -0.002, 0.002], [-0.011, -0.001, -0.009], [-0.011, -0.013, 0.015], [-0.046, -0.029, 0.036], [0.018, 0.018, 0.006], [-0.025, 0.000, 0.000], [0.001, -0.007, 0.014], [0.042, 0.108, 0.014], [0.017, -0.029, 0.001], [0.004, 0.015, 0.002], [0.000, -0.013, -0.001], [-0.015, 0.023, -0.006], [0.022, 0.005, 0.001], [-0.008, 0.003, -0.002], [0.000, 0.006, -0.003], [-0.008, -0.007, 0.003], [0.019, -0.001, -0.003], [-0.003, -0.001, -0.008], [-0.002, 0.000, 0.004], [0.013, -0.001, 0.006], [-0.003, 0.005, 0.008], [-0.005, 0.000, -0.002], [0.000, 0.000, -0.003], [-0.002, -0.007, -0.005], [-0.010, -0.006, 0.004], [-0.012, 0.002, -0.001], [0.031, 0.001, -0.010], [-0.026, 0.010, 0.018], [-0.003, -0.003, -0.325], [-0.013, 0.008, 0.138], [-0.015, -0.008, 0.014], [0.006, -0.014, 0.076], [0.019, 0.028, 0.000], [-0.011, -0.004, 0.006], [-0.001, -0.001, -0.006], [-0.007, -0.001, 0.002], [-0.019, 0.019, 0.013], [-0.013, -0.002, 0.003], [0.012, -0.016, 0.012], [0.002, -0.011, -0.005], [-0.002, 0.003, -0.014], [-0.007, -0.014, 0.006], [-0.014, -0.009, -0.006]], "mulliken_charge": [0.58, -0.11, 0.15, -0.82, -0.71, -0.78, -0.56, 0.84, -0.20, -0.26, 0.02, 1.39, -0.85, -0.78, -1.44, -0.45, 1.03, 0.23, 0.41, 0.45, 0.45, 0.46, 0.44, 0.50, 0.52, 0.67, -1.20, 0.33, -0.86, -0.39, -1.16, 0.88, -1.21, -0.95, 0.39, 0.40, 0.28, 0.41, 0.34, 0.29, 0.40, 0.51, 0.42, 0.47, 0.52, 0.16, 0.47, 0.45, 0.25, 0.32, -0.18, -1.04, 1.25, -1.09, -0.40, -0.99, -0.17, 0.36, 0.36, 0.37, 0.53, 0.33, 0.53, 0.31, 0.37, 0.36, 0.37]}

Entry 2:
{"formula": "C20H35CuN4O9", "method": "the ωB97M-V functional and the def2-TZVPD basis", "multiplicity": 2, "energy_ha": -3319.6103, "orbital_gap_ev": [4.57, 3.70], "lumo_energy_ev": [2.0886, 1.2943], "e_homo_ha": [-0.091, -0.088], "total_charge": -1, "symbols": ["Cu", "C", "C", "O", "H", "H", "H", "H", "H", "C", "C", "C", "O", "C", "C", "C", "O", "O", "O", "H", "H", "C", "O", "N", "C", "C", "H", "H", "H", "H", "H", "H", "H", "C", "O", "N", "C", "C", "H", "H", "H", "H", "H", "H", "H", "C", "O", "N", "C", "C", "H", "H", "H", "H", "H", "H", "H", "C", "O", "N", "C", "C", "H", "H", "H", "H", "H", "H", "H"], "xyz": [[12.80285, 15.56922, -22.88632], [11.60796, 18.13770, -19.16036], [11.27096, 17.59571, -20.56755], [12.34025, 17.13682, -21.32033], [12.14885, 17.48025, -18.47969], [10.65441, 18.35632, -18.67971], [12.10343, 19.10001, -19.28905], [10.69719, 18.25664, -21.21721], [10.53564, 16.80615, -20.41269], [12.82836, 10.24615, -25.48267], [13.99747, 10.25132, -26.42807], [14.83337, 11.59680, -26.67111], [15.95193, 11.50479, -27.21756], [14.24450, 12.83396, -26.05956], [13.13331, 12.77130, -25.23551], [12.40131, 11.42626, -24.99181], [11.25398, 11.36136, -24.41413], [12.87293, 13.84729, -24.59005], [14.42213, 9.16184, -26.90307], [12.33506, 9.30334, -25.29785], [14.77287, 13.77086, -26.15689], [10.40357, 13.62213, -21.96512], [10.89013, 14.70045, -22.35908], [9.15465, 13.43690, -21.44760], [8.74397, 12.07678, -21.09589], [8.21131, 14.49455, -21.08925], [10.88905, 12.64433, -22.10804], [8.90137, 11.87632, -20.03611], [9.24011, 11.27933, -21.64910], [7.68989, 11.94392, -21.33951], [8.13994, 14.57090, -20.00427], [8.50645, 15.38032, -21.65176], [7.20679, 14.29209, -21.46083], [16.10111, 16.39565, -23.34729], [14.88008, 16.21654, -23.18885], [16.70501, 17.53722, -23.67038], [18.12655, 17.38946, -23.63118], [16.11301, 18.86849, -23.80775], [16.84959, 15.61393, -23.14509], [18.54404, 16.41251, -23.87487], [18.57163, 17.64649, -22.66996], [18.60937, 18.02011, -24.37769], [16.59667, 19.49450, -24.55761], [15.03056, 18.83196, -23.93052], [16.14170, 19.42398, -22.87037], [11.82149, 18.03231, -24.84974], [11.98205, 16.88315, -24.47690], [10.69937, 18.66676, -24.50815], [10.35337, 19.93410, -25.15458], [9.61001, 18.02281, -23.77602], [12.49951, 18.46135, -25.60368], [9.89959, 20.62551, -24.44455], [9.51574, 19.78756, -25.83649], [11.17837, 20.44556, -25.65043], [9.28671, 18.75654, -23.03764], [8.79514, 17.96557, -24.49771], [9.81604, 17.06483, -23.29858], [14.03170, 13.10221, -20.81711], [13.65843, 14.02888, -21.59331], [13.58293, 13.02759, -19.54210], [13.87587, 11.89718, -18.65302], [12.62365, 14.02423, -18.99125], [14.78890, 12.33139, -21.02849], [13.02780, 11.21713, -18.57308], [14.11706, 12.27344, -17.65886], [14.73745, 11.34653, -19.03059], [11.62883, 13.89330, -19.41701], [12.55874, 13.89948, -17.91035], [12.82516, 15.05510, -19.28242]], "atomic_forces_ev_per_a": [[-0.866, -0.195, 0.393], [-0.625, 0.807, -0.952], [0.330, -1.683, -0.711], [1.255, -0.654, -0.518], [0.238, -0.156, -0.455], [-0.187, 0.083, 0.163], [0.414, -0.059, 0.319], [-0.200, 1.161, 0.487], [-0.313, -0.749, 0.233], [4.470, -0.161, -3.137], [-0.373, -2.378, 1.296], [0.018, 0.621, 0.550], [-1.695, 0.402, 0.632], [0.824, -2.836, -1.547], [1.439, 0.921, 0.777], [-3.405, 0.354, 0.836], [0.561, 1.781, 0.872], [-1.457, 0.231, 0.889], [-0.490, 2.129, 0.212], [-0.128, 0.143, -0.041], [0.093, 0.060, 0.016], [0.013, 0.710, -1.159], [-1.172, -1.002, 1.076], [0.153, -0.336, -0.069], [-0.139, -0.065, -0.060], [0.424, -0.284, -0.916], [0.408, 0.331, -0.168], [-0.148, 0.050, 0.201], [0.441, 0.443, -0.234], [-0.096, 0.172, 0.158], [0.192, 0.538, -0.001], [0.277, 0.291, 0.726], [-0.028, -0.502, -0.056], [-3.270, -0.718, 0.899], [1.826, 0.628, -0.423], [0.417, 0.052, -0.427], [2.005, 1.092, -0.415], [-0.620, -0.091, 0.869], [-0.497, -0.254, -0.201], [-0.782, -0.262, -0.013], [-0.124, 0.243, 0.248], [-0.142, 0.339, -0.015], [-0.003, -0.456, -0.206], [0.113, -0.553, -0.637], [0.612, -0.048, 0.335], [-0.790, -1.789, 0.026], [1.079, -0.484, 0.278], [0.318, 1.582, -0.583], [-0.862, -0.137, 0.512], [-0.219, 1.008, -0.295], [-0.116, 0.588, 0.366], [0.404, 0.091, 0.451], [0.171, -0.233, -0.568], [0.070, -0.413, 0.073], [-0.053, -0.177, 0.314], [-0.266, -0.498, 0.043], [0.473, 0.190, -0.353], [-1.286, 2.708, -0.668], [1.351, -2.670, 1.944], [-0.457, 0.328, 0.692], [0.195, 0.401, -0.544], [-0.128, -0.321, -0.861], [-0.236, 0.166, -0.509], [-0.071, -0.024, -0.035], [0.037, -0.003, -0.014], [-0.066, -0.025, -0.032], [-0.173, -0.440, 0.023], [0.173, 0.077, -0.119], [0.688, -0.061, 0.030]], "mulliken_charge": [1.79, -1.33, 0.17, -0.59, 0.27, 0.41, 0.30, 0.05, -0.07, -0.57, 0.41, 0.40, -0.70, -0.79, 0.10, 0.41, -0.81, -0.43, -0.73, 0.42, 0.41, 0.13, -0.39, 0.22, -0.98, -0.75, 0.17, 0.34, 0.30, 0.32, 0.30, 0.05, 0.36, 0.17, -0.80, 0.23, -1.08, -0.71, 0.33, 0.39, 0.36, 0.33, 0.31, 0.08, 0.34, 0.01, -0.70, 0.28, -0.98, -0.90, 0.39, 0.32, 0.35, 0.30, 0.38, 0.42, -0.02, 0.03, -0.46, 0.21, -0.92, -0.78, 0.31, 0.32, 0.31, 0.31, 0.14, 0.37, 0.21]}

Entry 3:
{"formula": "C20H36AuGeIO2P", "method": "the ωB97M-V functional and the def2-TZVPD basis", "energy_ha": -3785.8968, "orbital_gap_ev": 7.11, "lumo_energy_ev": 2.1367, "e_homo_ha": -0.183, "total_charge": -1, "symbols": ["Au", "C", "Ge", "C", "C", "C", "H", "H", "H", "H", "H", "H", "H", "H", "H", "H", "H", "C", "C", "C", "P", "C", "C", "C", "C", "C", "C", "H", "H", "H", "H", "H", "H", "H", "H", "H", "H", "H", "H", "H", "H", "H", "H", "H", "H", "H", "H", "H", "I", "C", "C", "C", "C", "C", "C", "C", "O", "O", "H", "H", "H", "H"], "xyz": [[-0.98897, 1.31832, -1.97525], [2.76878, 0.43603, -2.36456], [2.16277, 2.24555, -2.79050], [3.28408, 2.80747, -4.31801], [2.67614, 3.48645, -1.35924], [0.28537, 2.33977, -3.19132], [3.82226, 0.42736, -2.06127], [2.65278, -0.20180, -3.24791], [2.15546, 0.01783, -1.56041], [4.34282, 2.78667, -4.03278], [3.03248, 3.82633, -4.63301], [3.14571, 2.14133, -5.17735], [3.73417, 3.36933, -1.10356], [2.07540, 3.34320, -0.45409], [2.51603, 4.51070, -1.71347], [0.16018, 1.98288, -4.22544], [0.01376, 3.40621, -3.19631], [2.60599, -2.79442, 1.88151], [1.34071, -2.38533, 1.12573], [1.38679, -2.91612, -0.31653], [0.84579, -0.55969, 1.11001], [-0.55968, -0.66953, 2.33649], [-1.46307, 0.57116, 2.32785], [-0.15271, -1.06126, 3.75504], [2.19304, 0.28444, 2.07726], [3.46708, 0.33946, 1.21840], [1.74849, 1.71911, 2.40698], [2.65293, -3.88687, 1.95769], [2.64311, -2.38984, 2.89692], [3.50721, -2.47360, 1.35673], [0.49885, -2.87401, 1.62263], [2.29899, -2.58270, -0.82214], [0.54001, -2.55613, -0.90485], [1.37528, -4.01244, -0.33022], [-1.15048, -1.48430, 1.90950], [-0.97747, 1.43352, 2.78957], [-2.37896, 0.37104, 2.89749], [-1.74997, 0.84804, 1.31529], [0.34465, -0.22670, 4.26191], [0.52399, -1.92154, 3.77430], [-1.03976, -1.32152, 4.34686], [2.40006, -0.24964, 3.00692], [3.27922, 0.89091, 0.29401], [3.83981, -0.64615, 0.94073], [4.26451, 0.86050, 1.76199], [1.24467, 2.17931, 1.55149], [2.61847, 2.33711, 2.65415], [1.06381, 1.75589, 3.25520], [-8.26659, -3.68539, -1.15658], [-6.71385, -2.28618, -0.95703], [-6.98754, -1.04745, -0.39542], [-5.95321, -0.12563, -0.27232], [-4.66768, -0.43593, -0.69453], [-4.41785, -1.68591, -1.25351], [-5.44019, -2.62256, -1.39140], [-3.56682, 0.60998, -0.56915], [-3.87815, 1.73276, -0.18166], [-2.39013, 0.17231, -0.86204], [-7.98710, -0.80394, -0.06491], [-6.12773, 0.85535, 0.15301], [-3.40769, -1.90823, -1.57722], [-5.24602, -3.59152, -1.83167]], "atomic_forces_ev_per_a": [[0.045, 0.024, 0.144], [0.026, -0.231, 0.062], [0.147, -0.011, 0.016], [0.081, 0.061, -0.156], [-0.062, 0.076, 0.214], [-0.206, 0.150, -0.272], [-0.116, -0.034, -0.051], [0.023, 0.055, 0.097], [0.075, 0.027, -0.108], [-0.113, 0.010, -0.068], [0.036, -0.116, 0.030], [0.016, 0.085, 0.113], [-0.085, 0.030, 0.001], [0.095, -0.003, -0.148], [0.038, -0.090, 0.076], [-0.033, 0.051, 0.112], [-0.010, -0.116, -0.030], [-0.043, -0.106, 0.060], [0.030, -0.025, -0.122], [0.045, 0.025, 0.083], [0.039, -0.030, 0.020], [-0.027, 0.200, 0.012], [0.039, -0.058, 0.087], [-0.058, -0.013, 0.095], [0.079, 0.161, -0.164], [-0.046, 0.137, 0.092], [0.086, -0.066, 0.025], [-0.002, 0.058, -0.003], [-0.001, -0.056, -0.102], [-0.057, -0.080, 0.054], [-0.056, -0.021, 0.019], [-0.064, 0.026, 0.018], [0.015, -0.013, 0.051], [0.044, 0.071, 0.014], [-0.066, -0.065, -0.052], [-0.017, -0.059, -0.001], [0.083, 0.004, -0.055], [0.017, -0.003, -0.010], [-0.029, -0.102, -0.044], [-0.063, 0.059, 0.004], [0.107, 0.054, -0.042], [0.060, 0.015, 0.043], [-0.014, 0.012, 0.077], [-0.037, 0.114, -0.014], [-0.058, -0.051, -0.031], [0.035, -0.016, 0.027], [-0.043, -0.039, -0.004], [0.022, -0.029, -0.050], [0.031, 0.028, 0.004], [-0.021, -0.040, -0.006], [0.201, 0.030, -0.039], [-0.168, -0.065, 0.028], [0.045, -0.113, -0.057], [-0.073, -0.059, 0.035], [0.111, 0.221, 0.062], [0.340, 0.022, 0.119], [0.083, -0.142, -0.135], [-0.448, 0.050, -0.132], [-0.028, 0.010, 0.014], [0.017, -0.035, -0.028], [-0.071, 0.006, 0.005], [0.001, 0.012, 0.011]], "mulliken_charge": [0.27, -0.77, 0.18, -1.21, -1.10, -1.05, 0.34, 0.45, -0.10, 0.36, 0.34, 0.35, 0.33, 0.19, 0.44, 0.41, 0.40, -1.65, 0.37, -1.52, 0.65, 0.45, -1.43, -1.51, 0.64, -0.99, -1.81, 0.43, 0.33, 0.30, 0.39, 0.30, 0.33, 0.43, 0.43, 0.18, 0.48, 0.17, 0.21, 0.30, 0.45, 0.39, -0.12, 0.15, 0.48, 0.36, 0.46, 0.29, 0.02, 0.10, -0.46, -0.35, 0.02, -0.20, -0.55, 0.49, -0.70, -0.72, 0.36, 0.44, 0.42, 0.36]}

no.,largest force on an atom (eV/Å)
1,0.3
2,5.5
3,0.5